Formula: C21H39Cl3FeN7O3Si
Source: the OMol25 dataset
Level of theory: ωB97M-V with the def2-TZVPD basis set

Cartesian coordinates (Å):
1 C -1.3140 -3.7992 -1.4072
2 C -0.4332 -3.4043 -0.2644
3 H -1.0672 -4.7937 -1.7752
4 H -1.1840 -3.0487 -2.1946
5 H -2.3889 -3.7990 -1.1692
6 C 0.5424 -4.1523 0.2790
7 C 0.8883 -5.5339 -0.1749
8 H 1.1768 -3.7597 1.0690
9 H 1.1149 -5.5527 -1.2497
10 H 0.0679 -6.2326 0.0223
11 H 1.7533 -5.9167 0.3796
12 Fe -3.6020 2.3130 0.1931
13 Cl -3.3687 0.3224 0.9746
14 Cl -1.1750 0.9578 -1.7228
15 C 0.3081 1.8344 2.6666
16 O 0.7064 2.0845 1.5248
17 N 1.0734 1.9126 3.7868
18 C 2.4965 2.1783 3.7150
19 C 0.4976 1.7532 5.1139
20 H -0.7424 1.5526 2.8782
21 H 2.7892 2.4445 2.6933
22 H 3.0773 1.2988 4.0336
23 H 2.7506 2.9994 4.3985
24 H -0.5916 1.6920 5.0202
25 H 0.7678 2.6147 5.7422
26 H 0.8621 0.8331 5.5949
27 H 1.4241 -1.6156 -2.5005
28 H 3.1848 -2.3334 -0.2058
29 C 2.3559 -1.0312 -2.5671
30 C 3.6668 -1.3971 -0.5065
31 N 2.7444 -0.5606 -1.2544
32 H 2.1832 -0.1850 -3.2478
33 C 2.3103 0.6581 -0.8151
34 O 1.7917 1.5229 -1.5189
35 H 3.9944 -0.8590 0.3863
36 H 2.5150 0.8302 0.2611
37 H 3.1499 -1.6817 -2.9517
38 H 4.5275 -1.6412 -1.1345
39 O -0.2118 -1.2110 -0.8641
40 C -0.6305 -1.9415 0.1698
41 C 1.2684 -1.2422 1.7327
42 C -0.0627 -1.6190 1.5812
43 H 1.8045 -1.0217 0.8083
44 C 1.8556 -1.2113 3.0050
45 H -1.7361 -1.8090 0.1985
46 C -0.8651 -1.8550 2.6934
47 H 2.9284 -1.0140 3.1396
48 C 1.0566 -1.5116 4.1175
49 C -0.3024 -1.7984 3.9644
50 H -1.9168 -2.1069 2.5483
51 H 1.4784 -1.5214 5.1280
52 H -0.9309 -2.0193 4.8319
53 Si -2.0155 0.8093 -3.5966
54 Cl -5.4957 2.8551 -0.5031
55 C -0.7483 0.7830 -4.9821
56 C -2.9785 2.4476 -3.5923
57 C -3.1328 -0.6733 -3.7822
58 H 0.2740 1.0052 -4.6280
59 H -1.0139 1.5355 -5.7544
60 H -0.7791 -0.2092 -5.4657
61 H -2.5978 -1.6324 -3.6706
62 H -3.5905 -0.6330 -4.7875
63 H -3.9406 -0.6283 -3.0376
64 H -2.4604 3.2109 -2.9957
65 H -3.9668 2.3113 -3.1329
66 H -3.0994 2.8007 -4.6297
67 N 0.0842 4.9544 -1.6989
68 N -0.6652 4.4884 -0.6513
69 N -0.4257 4.7778 0.6448
70 C -1.4563 4.1696 1.2379
71 N -2.2247 3.4876 0.3615
72 N -1.7241 3.7705 -0.9001
73 H 0.0609 4.2729 -2.4504
74 H 1.0097 5.2035 -1.3915
75 H -1.7029 4.2704 2.2785

The HOMO energy (alpha / beta) comes out at -8.89 / -8.69 eV. As for the spin multiplicity: 6. The calculation puts the energy above the lowest of the compared OMol25 structures with the same formula, charge and spin at 8.8 kcal/mol. The value obtained for the lowest unoccupied orbital energy (alpha / beta) is 0.423 / -0.944 eV.

Electronic structure analysis, Löwdin charges in units of e: -0.0328 -0.2203 0.0716 0.0716 0.0972 -0.0955 -0.1011 0.1012 0.0790 0.0811 0.0704 -0.0220 -0.0164 0.5154 -0.3255 -0.0287 -0.1877 -0.0458 -0.0551 0.1310 0.0888 0.0813 0.0887 0.0901 0.0893 0.0751 0.0805 0.0829 -0.0415 -0.0644 -0.2004 0.0840 -0.3480 -0.0551 0.0896 0.1183 0.0863 0.0896 -0.0889 -0.3893 -0.0536 -0.1672 0.0624 -0.0772 0.1190 -0.0434 0.1044 -0.1142 -0.0811 0.1118 0.1009 0.1067 0.1503 -0.0442 -0.1989 -0.2297 -0.1972 0.0205 0.0345 0.0309 0.0231 0.0417 0.0381 -0.0219 0.0047 0.0284 0.1623 -0.2322 0.1597 -0.1663 -0.1456 0.0835 0.1100 0.1092 0.1259

Formula: C21H39ClF7N3O7PS
Source: the OMol25 dataset
Level of theory: ωB97M-V with the def2-TZVPD basis set

Cartesian coordinates (Å):
1 C 2.1079 -0.6764 3.5570
2 C 1.1036 -0.4764 2.7058
3 C 0.9385 0.6995 1.8027
4 P 1.9468 0.7383 0.1634
5 F 2.8940 0.9854 -1.2717
6 C 0.6735 1.9232 -0.5966
7 C 0.3139 3.1607 0.2049
8 F 1.4029 3.8279 0.7616
9 O 3.1208 -0.4315 0.6104
10 C 3.1353 -1.5640 -0.1961
11 C 3.8231 -2.7840 0.3926
12 C 5.2439 -2.4053 0.8877
13 C 5.4848 -2.7083 2.3731
14 Cl 5.6236 -1.2080 3.3465
15 C 1.7548 -1.7014 -0.9177
16 N 2.0735 -1.8232 -2.3705
17 C 1.3926 -1.1379 -3.1262
18 O 0.8698 -0.4004 -3.8521
19 S 0.7937 -3.3011 -0.8075
20 O 1.6762 -4.4262 -0.9384
21 O -0.2790 -3.2655 -1.7679
22 C -0.0620 -3.5675 0.8222
23 F 0.8038 -3.4062 1.8315
24 F -0.4223 -4.8688 0.8160
25 C -1.3737 -2.7653 1.0424
26 F -2.3225 -3.2603 0.2479
27 F -1.7674 -2.9265 2.3112
28 F -1.2455 -1.4764 0.7861
29 O 1.0478 -0.5818 -0.6628
30 H 2.7302 0.1409 3.9041
31 H 2.3687 -1.6757 3.8892
32 H 0.3133 -1.2122 2.6918
33 H -0.1265 0.7573 1.5564
34 H 1.2095 1.5977 2.3624
35 H 2.7763 1.7211 0.7557
36 H 0.9578 2.1779 -1.6146
37 H -0.2582 1.3547 -0.6823
38 H -0.1563 3.8757 -0.4828
39 H -0.4503 2.9346 0.9491
40 H 3.7842 -1.2816 -1.0365
41 H 3.2505 -3.2797 1.1769
42 H 3.9532 -3.4843 -0.4303
43 H 5.9693 -2.9785 0.3067
44 H 5.4482 -1.3574 0.6835
45 H 6.3956 -3.2837 2.5172
46 H 4.6640 -3.2829 2.7931
47 C 0.0524 8.6423 -1.6636
48 C 0.5003 7.4289 -0.8528
49 C 0.6904 7.7155 0.6442
50 O 1.8697 8.4290 0.9700
51 C 1.8083 9.8242 0.7699
52 N 1.7088 6.8653 -1.4577
53 H 0.8785 9.3227 -1.8703
54 H -0.3449 8.3206 -2.6264
55 H -0.7313 9.1999 -1.1452
56 H -0.2932 6.6790 -0.9270
57 H 0.7777 6.7551 1.1573
58 H -0.1878 8.2245 1.0674
59 H 0.8120 10.2192 0.9940
60 H 2.0870 10.0987 -0.2510
61 H 2.5267 10.2851 1.4486
62 H 1.9335 5.9934 -0.9830
63 H 2.4803 7.4832 -1.2201
64 C -5.0607 -5.2305 0.0986
65 C -5.7736 -6.4135 -0.5463
66 C -5.7112 -6.4126 -2.0798
67 O -6.5683 -5.4830 -2.7142
68 C -6.0864 -4.1514 -2.7579
69 N -7.1534 -6.4732 -0.0496
70 H -5.6520 -4.3164 0.0483
71 H -4.8773 -5.4329 1.1538
72 H -4.0980 -5.0416 -0.3777
73 H -5.2627 -7.3233 -0.2162
74 H -6.0428 -7.3940 -2.4309
75 H -4.6795 -6.2778 -2.4303
76 H -5.0004 -4.1209 -2.8822
77 H -6.3660 -3.5939 -1.8613
78 H -6.5501 -3.6642 -3.6154
79 H -7.5927 -7.3258 -0.3848
80 H -7.6750 -5.7279 -0.5037

The HOMO energy comes out at -5.65 eV. As for the spin multiplicity: 1. Its net charge is -1. The calculation puts the energy above the lowest of the compared OMol25 structures with the same formula, charge and spin at 0.0 kcal/mol. The value obtained for the lowest unoccupied orbital energy is 2.404 eV.

Electronic structure analysis, Löwdin charges in units of e: -0.0336 -0.2358 -0.2534 0.6462 -0.2940 -0.2343 -0.2694 -0.0849 -0.2291 -0.3392 -0.1326 -0.2344 -0.5661 0.5375 -0.4932 0.1553 -0.2919 0.2031 0.8121 -0.2711 -0.2731 -0.4571 0.1212 0.1135 -0.5853 0.1622 0.1712 0.1871 -0.1840 0.0470 0.0409 0.0619 0.0614 0.0844 0.0500 0.0779 0.0838 0.0978 0.0974 0.1404 0.0993 0.1084 0.1032 0.0953 0.0576 0.0579 -0.0762 -0.4350 -0.2037 -0.1850 -0.1175 0.0484 0.0611 0.0731 0.0740 0.1297 0.1191 0.1184 0.0877 0.0731 0.0845 0.0688 0.0682 -0.0703 -0.4317 -0.2127 -0.1928 -0.1036 0.0342 0.0672 0.0785 0.0700 0.1338 0.1186 0.1222 0.0935 0.0746 0.0851 0.0667 0.0666

Formula: C21H39F2NO11S5
Source: the OMol25 dataset
Level of theory: ωB97M-V with the def2-TZVPD basis set

Cartesian coordinates (Å):
1 C -4.8408 1.4263 -0.0106
2 C -3.8042 1.8841 0.6916
3 C -2.4170 1.4171 0.3543
4 N -1.7559 0.8440 1.5547
5 C -1.9015 -0.6107 1.6552
6 C -3.1146 -0.9162 2.5073
7 O -4.0351 -1.5841 2.2065
8 F -3.0563 -0.3096 3.6964
9 S -0.1972 1.3596 1.6178
10 O 0.5371 0.8253 0.5205
11 O -0.2042 2.7694 1.7953
12 F 0.3315 0.7503 2.9359
13 H -4.6310 0.9364 -0.9535
14 H -5.8631 1.5730 0.3058
15 H -3.9216 2.6182 1.4801
16 H -1.8162 2.2323 -0.0495
17 H -2.4848 0.6635 -0.4300
18 H -1.0376 -1.1002 2.1019
19 H -2.1118 -1.0738 0.6956
20 C 4.0975 1.6836 1.4458
21 C 5.6197 1.7360 1.2579
22 C 6.1523 0.3153 1.4769
23 S 4.8147 -0.7987 1.0181
24 O 4.3930 -1.5136 2.1974
25 O 5.1710 -1.5104 -0.1836
26 C 3.6144 0.4735 0.6508
27 H 3.6162 2.5981 1.1032
28 H 3.8607 1.5541 2.5042
29 H 5.8496 2.0623 0.2408
30 H 6.0856 2.4407 1.9443
31 H 7.0147 0.0938 0.8530
32 H 6.3870 0.1309 2.5244
33 H 2.6232 0.1355 0.9245
34 H 3.6536 0.6630 -0.4214
35 C -4.0369 -5.0998 -2.4785
36 C -4.8187 -4.3343 -1.4005
37 C -3.9171 -3.1951 -0.9078
38 S -2.8408 -2.7785 -2.2824
39 O -1.4872 -3.0994 -1.9082
40 O -3.1824 -1.4730 -2.7917
41 C -3.4397 -4.0409 -3.4015
42 H -4.6727 -5.7925 -3.0276
43 H -3.2352 -5.6759 -2.0124
44 H -5.7326 -3.9216 -1.8329
45 H -5.1117 -4.9833 -0.5775
46 H -4.4806 -2.3093 -0.6231
47 H -3.2804 -3.5072 -0.0829
48 H -2.6126 -4.4003 -4.0086
49 H -4.2006 -3.5841 -4.0338
50 C -8.3361 -0.7870 -4.5507
51 C -8.4131 0.6064 -5.1911
52 C -8.1110 1.6338 -4.0920
53 S -7.0451 0.7975 -2.9088
54 O -7.7427 0.6772 -1.6534
55 O -5.7240 1.3631 -2.9801
56 C -7.0530 -0.7956 -3.7250
57 H -8.3314 -1.5773 -5.2997
58 H -9.1986 -0.9451 -3.8999
59 H -7.6668 0.6841 -5.9837
60 H -9.3876 0.7915 -5.6396
61 H -7.5874 2.5089 -4.4668
62 H -9.0101 1.9383 -3.5601
63 H -7.0152 -1.5785 -2.9711
64 H -6.1664 -0.8404 -4.3569
65 C 10.6063 1.5040 2.5863
66 C 10.7376 1.2957 4.1011
67 C 9.9707 2.4323 4.7886
68 S 8.6668 2.9194 3.6479
69 O 8.9148 4.2680 3.2089
70 O 7.3827 2.5364 4.1794
71 C 9.1308 1.7951 2.3336
72 H 10.9402 0.6316 2.0272
73 H 11.2117 2.3570 2.2732
74 H 10.2978 0.3353 4.3763
75 H 11.7791 1.2812 4.4176
76 H 9.5111 2.1232 5.7236
77 H 10.5976 3.3059 4.9542
78 H 8.9349 2.2652 1.3724
79 H 8.5264 0.8990 2.4466

The structure (SMILES) is C=CCN(CC(=O)F)S(=O)(=O)F.O=S1(=O)CCCC1.O=S1(=O)CCCC1.O=S1(=O)CCCC1.O=S1(=O)CCCC1. The HOMO energy comes out at -9.74 eV. As for the spin multiplicity: 1. The value obtained for the lowest unoccupied orbital energy is 0.285 eV.

Electronic structure analysis, Löwdin charges in units of e: 0.0323 -0.1332 -0.1900 -0.2054 -0.0832 -0.4560 0.1738 0.1244 0.5915 -0.2313 -0.2284 -0.0993 0.0443 0.0646 0.1086 0.1219 0.1202 0.1394 0.1238 -0.2060 -0.2103 -0.2384 0.6694 -0.3210 -0.3270 -0.2339 0.1199 0.1241 0.1207 0.0926 0.0945 0.0972 0.0680 0.1141 -0.2171 -0.2056 -0.2271 0.6464 -0.3154 -0.3303 -0.2285 0.1144 0.1202 0.1078 0.1162 0.0961 0.1020 0.1084 0.1019 -0.2190 -0.2115 -0.2148 0.6586 -0.3190 -0.3232 -0.2300 0.1142 0.1194 0.1171 0.1133 0.1028 0.1045 0.0992 0.1082 -0.2141 -0.2114 -0.2163 0.6595 -0.3143 -0.3249 -0.2376 0.1165 0.1200 0.1176 0.1135 0.1023 0.1043 0.1129 0.0809

no.,E_tot (hartree)
1,-4366.35978
2,-3413.31232
3,-3896.56374